(1)
ORCA calculation (wB97M-V/def2-TZVPD) on C53H60AsCl5N4O3STi as an isolated structure.

Each line ends with the Löwdin charge.
Atoms and positions in Å:
Ti: 0.4354 -0.0477 0.2587  0.94
C: -5.6230 1.8724 -3.9310  -0.03
C: -5.5771 0.9484 -2.7065  -0.55
C: -6.5067 -0.2525 -2.9300  -0.03
C: -6.0738 1.7280 -1.4895  -0.06
C: -4.1497 0.4455 -2.5129  -0.13
C: -3.4249 0.6751 -1.3639  0.06
C: -2.1230 0.1963 -1.2669  -0.18
N: -1.3011 0.4616 -0.1697  -0.06
C: -1.6754 1.2491 0.9465  -0.22
C: -2.4201 2.4288 0.9128  0.04
C: -2.7699 3.0338 2.1032  -0.13
C: -2.3576 2.4321 3.3024  0.04
C: -1.5285 1.3237 3.3870  -0.07
C: -1.1434 0.7755 2.1542  -0.25
O: -0.1868 -0.2010 1.9869  -0.22
C: -1.0946 0.7782 4.7528  -0.52
C: 0.2202 1.4535 5.1671  -0.02
C: -2.1429 1.1034 5.8270  -0.05
C: -0.9272 -0.7476 4.7491  -0.04
C: -3.6187 4.3020 2.1608  -0.55
C: -4.9503 3.9783 2.8538  -0.03
C: -2.8713 5.3800 2.9577  -0.04
C: -3.9181 4.8544 0.7678  -0.05
C: -1.5735 -0.6187 -2.2554  -0.09
O: -0.3239 -1.1775 -1.7699  -0.09
C: -2.2814 -0.8965 -3.4452  -0.04
C: -3.5360 -0.2919 -3.5199  0.03
C: -1.8887 -1.8079 -4.6274  -0.50
C: -0.7344 -1.2193 -5.4543  -0.01
C: -3.0342 -1.9767 -5.6389  -0.07
C: -1.5913 -3.2158 -4.0889  -0.04
H: -6.6376 2.2451 -4.0772  0.09
H: -5.3281 1.3535 -4.8437  0.08
H: -4.9610 2.7305 -3.7998  0.09
H: -7.5323 0.0921 -3.0687  0.09
H: -6.4875 -0.9269 -2.0722  0.10
H: -6.2268 -0.8225 -3.8166  0.08
H: -7.0949 2.0655 -1.6671  0.10
H: -5.4641 2.6152 -1.3038  0.07
H: -6.0835 1.1134 -0.5868  0.09
H: -3.8555 1.2104 -0.5363  0.10
H: -2.7152 2.8489 -0.0359  0.11
H: -2.6999 2.8799 4.2230  0.10
H: 0.0946 2.5360 5.2260  0.10
H: 1.0244 1.2514 4.4562  0.05
H: 0.5375 1.0927 6.1475  0.10
H: -2.2122 2.1704 6.0361  0.08
H: -1.8581 0.6161 6.7597  0.09
H: -3.1317 0.7397 5.5445  0.10
H: -0.1167 -1.0857 4.1066  0.05
H: -1.8437 -1.2397 4.4188  0.10
H: -0.7146 -1.0858 5.7643  0.09
H: -4.8019 3.6256 3.8751  0.08
H: -5.4975 3.2087 2.3061  0.09
H: -5.5742 4.8719 2.8989  0.09
H: -2.6693 5.0650 3.9819  0.08
H: -3.4714 6.2895 3.0061  0.09
H: -1.9194 5.6264 2.4828  0.09
H: -4.5032 4.1531 0.1694  0.07
H: -3.0047 5.1015 0.2222  0.09
H: -4.5044 5.7687 0.8592  0.10
H: -4.1061 -0.4529 -4.4188  0.09
H: -0.9961 -0.2185 -5.8041  0.10
H: -0.5691 -1.8464 -6.3317  0.10
H: 0.2074 -1.1519 -4.9267  0.04
H: -3.2667 -1.0556 -6.1753  0.09
H: -3.9430 -2.3615 -5.1758  0.09
H: -2.7122 -2.7099 -6.3792  0.10
H: -1.1761 -3.1977 -3.0888  0.01
H: -0.9067 -3.7576 -4.7451  0.10
H: -2.5150 -3.7923 -4.0244  0.10
N: 2.6035 0.0038 2.7754  0.07
N: 3.0479 1.3334 2.9201  -0.02
C: 2.6894 2.2961 2.0817  -0.76
N: 3.2330 3.5032 2.2654  0.13
S: 1.5846 2.1537 0.7846  0.77
H: 1.6283 -0.0420 3.0798  0.05
H: 3.1402 -0.5616 3.4265  0.11
H: 3.8297 1.4874 3.5395  0.17
H: 3.7986 3.7231 3.0693  0.13
H: 2.9410 4.2611 1.6718  0.11
Cl: 0.8917 -3.8794 -2.0776  0.83
C: 1.3480 -2.4614 -2.9243  -0.61
C: 0.7691 -1.2420 -2.6069  -0.37
C: 1.3899 -0.0653 -3.0060  -0.58
Cl: 0.8392 1.3980 -2.2727  0.84
C: 2.4637 -0.0815 -3.8832  -0.70
Cl: 3.2191 1.3823 -4.3481  0.75
C: 2.9058 -1.3103 -4.3795  -0.71
Cl: 4.1560 -1.3570 -5.5452  0.76
C: 2.3582 -2.4968 -3.8869  -0.69
Cl: 2.9043 -4.0030 -4.4774  0.79
O: 1.8549 -1.2764 -0.0189  -0.53
As: 3.4464 -1.8023 0.3365  1.34
C: 4.2513 -2.8942 -0.9958  -0.31
C: 4.1073 -4.2781 -0.9022  -0.12
C: 4.8843 -5.1005 -1.7019  -0.06
C: 5.7938 -4.5447 -2.5907  -0.06
C: 5.9205 -3.1662 -2.7005  -0.07
C: 5.1589 -2.3343 -1.8955  -0.09
C: 4.5770 -0.2775 0.5146  -0.33
C: 4.4521 0.7682 -0.3912  -0.13
C: 5.3290 1.8421 -0.3176  -0.05
C: 6.3236 1.8618 0.6503  -0.05
C: 6.4483 0.8089 1.5499  -0.06
C: 5.5751 -0.2672 1.4837  -0.10
C: 3.2843 -2.8719 1.9067  -0.33
C: 2.0536 -2.9842 2.5472  -0.10
C: 1.9488 -3.7697 3.6851  -0.05
C: 3.0653 -4.4321 4.1810  -0.04
C: 4.2885 -4.3255 3.5334  -0.05
C: 4.4012 -3.5502 2.3879  -0.10
H: 3.4133 -4.7155 -0.1956  0.11
H: 4.7836 -6.1745 -1.6250  0.12
H: 6.4073 -5.1895 -3.2059  0.12
H: 6.6258 -2.7382 -3.3998  0.12
H: 5.2968 -1.2623 -1.9568  0.11
H: 3.6757 0.7614 -1.1489  0.08
H: 5.2373 2.6574 -1.0230  0.12
H: 7.0141 2.6933 0.6980  0.12
H: 7.2350 0.8189 2.2925  0.12
H: 5.6804 -1.0876 2.1840  0.10
H: 1.1792 -2.4756 2.1604  0.09
H: 0.9919 -3.8705 4.1796  0.12
H: 2.9791 -5.0427 5.0696  0.12
H: 5.1524 -4.8550 3.9114  0.12
H: 5.3513 -3.5010 1.8673  0.12

Results
Energy relative to the best compared isomer or geometry (same formula, charge and spin)   161.0 kJ/mol
E_HOMO   -0.4549 Ha
Net charge   +2
Energy   -8284.3903 a.u.
Maximum force   0.017 Eh/bohr
Kohn-Sham gap   7.084 eV


(2)
ORCA calculation (wB97M-V/def2-TZVPD) on C53H66Cl5CuN2OP3Si as an isolated structure.

Each line ends with the Mulliken spin population.
Atoms and positions in Å:
Cu: -0.2691 -0.7652 0.3077  0.41
C: -0.4379 -1.1660 -5.7705  0.00
C: 0.3962 -0.5425 -4.6505  0.01
C: 1.8063 -0.2060 -5.1454  0.00
P: -0.2254 0.9053 -3.6052  0.05
C: 0.0593 2.3549 -4.7598  0.00
C: -0.5836 2.3820 -6.1453  0.00
C: -0.2440 3.6670 -4.0319  0.01
C: -2.0467 0.6008 -3.4481  -0.01
C: -2.8799 0.4827 -4.5692  -0.01
C: -4.2055 0.0918 -4.4580  0.01
C: -4.7279 -0.2088 -3.2114  0.00
C: -3.9440 -0.0377 -2.0794  0.03
C: -2.6117 0.3929 -2.1521  0.07
Si: -1.7324 0.9831 -0.5452  -0.05
C: -3.0437 0.9043 0.8951  0.00
C: -4.2773 1.5518 0.7184  0.01
C: -5.2385 1.5960 1.7183  0.00
C: -4.9809 1.0068 2.9490  0.00
C: -3.7646 0.3796 3.1603  0.01
C: -2.7961 0.3196 2.1495  -0.03
P: -1.2010 -0.5293 2.4019  0.13
C: -1.6001 -2.1982 3.1130  0.04
C: -1.9680 -2.3268 4.5909  0.01
C: -2.6681 -2.8546 2.2305  0.00
C: -0.2927 0.4367 3.7095  0.02
C: 0.9723 -0.3002 4.1793  0.01
C: -1.1034 0.9523 4.8967  0.00
C: -1.8482 2.8790 -0.8923  0.03
C: -2.7593 3.4063 -1.8148  0.03
C: -2.9072 4.7778 -1.9786  0.00
C: -2.1103 5.6534 -1.2573  0.01
C: -1.1859 5.1579 -0.3475  0.00
C: -1.0527 3.7835 -0.1446  -0.08
P: 0.0362 2.9733 1.0757  0.18
C: 0.2220 4.1437 2.5161  0.02
C: 0.8381 5.5404 2.4034  0.01
C: -1.1724 4.2272 3.1625  0.01
C: 1.6586 2.8396 0.1793  -0.08
C: 2.6481 2.0950 1.0838  0.00
C: 2.2768 4.1061 -0.4131  0.00
H: 0.0969 -2.0451 -6.1500  0.00
H: -0.5960 -0.4895 -6.6135  0.00
H: -1.4069 -1.5073 -5.4107  0.00
H: 0.4988 -1.3172 -3.9027  0.00
H: 1.7784 0.4920 -5.9875  0.00
H: 2.3097 -1.1166 -5.4861  0.00
H: 2.4174 0.2380 -4.3527  0.00
H: 1.1449 2.2992 -4.8830  0.00
H: -1.6681 2.5057 -6.0711  0.00
H: -0.3692 1.4877 -6.7306  0.00
H: -0.1928 3.2395 -6.7038  0.00
H: -1.3163 3.7770 -3.8780  0.00
H: 0.1018 4.5224 -4.6238  0.00
H: 0.2387 3.7101 -3.0506  0.00
H: -2.4890 0.7056 -5.5533  0.00
H: -4.8225 0.0101 -5.3450  0.00
H: -5.7520 -0.5554 -3.1180  0.00
H: -4.3812 -0.2428 -1.1074  0.00
H: -4.4869 2.0403 -0.2276  0.00
H: -6.1846 2.0952 1.5388  0.00
H: -5.7176 1.0465 3.7433  0.00
H: -3.5655 -0.0634 4.1277  0.00
H: -0.6585 -2.7291 2.9614  -0.01
H: -2.9135 -1.8335 4.8262  0.00
H: -1.1927 -1.9355 5.2500  0.00
H: -2.0921 -3.3889 4.8234  0.00
H: -3.6464 -2.4015 2.4072  0.00
H: -2.7402 -3.9232 2.4576  0.00
H: -2.4398 -2.7443 1.1684  0.00
H: 0.0242 1.3033 3.1329  0.01
H: 0.7371 -1.0231 4.9659  0.00
H: 1.6854 0.4188 4.5949  0.00
H: 1.4640 -0.8314 3.3670  0.00
H: -1.4157 0.1446 5.5620  0.00
H: -1.9872 1.5058 4.5834  0.00
H: -0.4746 1.6348 5.4782  0.00
H: -3.3802 2.7384 -2.4040  0.00
H: -3.6381 5.1618 -2.6826  0.00
H: -2.2011 6.7234 -1.4060  0.00
H: -0.5602 5.8565 0.1922  0.00
H: 0.8634 3.5616 3.1874  0.00
H: 0.1276 6.2591 1.9934  0.00
H: 1.7417 5.5644 1.7980  0.00
H: 1.1007 5.8918 3.4061  0.00
H: -1.8309 4.8591 2.5601  0.00
H: -1.1115 4.6578 4.1669  0.00
H: -1.6439 3.2427 3.2358  0.00
H: 1.3830 2.1726 -0.6470  0.05
H: 2.8776 2.6841 1.9802  0.00
H: 3.5901 1.9150 0.5539  0.00
H: 2.2505 1.1235 1.3997  0.00
H: 2.8426 4.6593 0.3402  0.00
H: 1.5234 4.7720 -0.8430  0.00
H: 2.9786 3.8359 -1.2099  0.00
Cl: 2.6300 -0.3299 -1.0482  0.01
C: 1.7804 -1.7817 -1.5018  0.00
C: 0.4227 -1.8388 -1.2205  0.05
C: -0.2317 -2.9675 -1.7005  0.02
Cl: -1.9427 -3.1384 -1.4271  0.00
C: 0.4191 -4.0061 -2.3728  0.01
Cl: -0.4401 -5.4053 -2.9063  0.00
C: 1.7965 -3.9351 -2.5580  0.00
Cl: 2.6488 -5.2496 -3.2873  0.00
C: 2.4877 -2.8020 -2.1274  0.01
Cl: 4.1982 -2.6995 -2.3479  0.00
C: 4.0585 -5.7390 0.6649  0.00
N: 2.8603 -5.0690 1.1484  0.00
N: 2.8974 -3.7045 1.3941  -0.01
C: 1.6060 -3.1875 1.3036  -0.04
O: 1.3497 -1.9897 1.5177  0.02
C: 0.7769 -4.3007 0.9539  0.01
C: 1.5827 -5.3928 0.8193  0.00
C: 1.2369 -6.7653 0.3525  0.00
C: 3.9430 -3.1173 2.1652  0.00
C: 4.4163 -1.8633 1.8114  0.00
C: 5.3842 -1.2547 2.5988  0.00
C: 5.8862 -1.9005 3.7211  0.00
C: 5.4108 -3.1595 4.0636  0.00
C: 4.4294 -3.7668 3.2929  0.00
H: 4.9152 -5.4029 1.2381  0.00
H: 4.2379 -5.5289 -0.3938  0.00
H: 3.9380 -6.8093 0.8054  0.00
H: -0.2954 -4.2596 0.8129  0.00
H: 0.1558 -6.8636 0.2799  0.00
H: 1.6194 -7.5239 1.0377  0.00
H: 1.6610 -6.9493 -0.6397  0.00
H: 4.0127 -1.3700 0.9368  0.00
H: 5.7525 -0.2728 2.3263  0.00
H: 6.6413 -1.4212 4.3341  0.00
H: 5.7917 -3.6643 4.9423  0.00
H: 4.0262 -4.7330 3.5749  0.00

Results
Energy relative to the best compared isomer or geometry (same formula, charge and spin)   0.0 kJ/mol
Multiplicity   2
E_HOMO (spin up / spin down)   -0.2238 / -0.2795 Ha
Net charge   0
Energy   -7498.9583 a.u.
Maximum force   0.013 Eh/bohr
Kohn-Sham gap (spin up / spin down)   6.552 / 7.293 eV


(3)
ORCA calculation (wB97M-V/def2-TZVPD) on C53H69BiCl3N8O2S5 as an isolated structure.

Each line ends with the Löwdin charge.
Atoms and positions in Å:
Bi: -0.1670 0.6630 -0.5511  1.22
C: 0.1132 3.8547 3.4494  -0.55
C: -1.2425 3.4745 4.0493  -0.52
S: -2.4159 2.7559 2.8588  0.79
C: -2.9347 1.2573 3.7415  -0.54
C: -1.8573 0.2370 4.0909  -0.52
S: -0.9005 -0.3049 2.6511  0.80
C: 0.8384 -0.0937 3.2308  -0.70
C: 1.2696 1.3216 3.5854  -0.43
S: 0.8884 2.6228 2.3669  0.78
H: 0.0160 4.7406 2.8196  0.07
H: 0.8059 4.1029 4.2551  0.08
H: -1.1100 2.7476 4.8492  0.06
H: -1.7012 4.3609 4.4880  0.07
H: -3.4654 1.5547 4.6481  0.08
H: -3.6534 0.7949 3.0651  0.07
H: -1.1657 0.6130 4.8449  0.07
H: -2.3478 -0.6396 4.5170  0.05
H: 0.9168 -0.7079 4.1354  0.09
H: 1.5059 -1.5294 2.1090  -0.02
H: 0.8233 1.6142 4.5350  0.07
H: 2.3519 1.2898 3.7169  0.09
C: -1.3909 -2.9588 -4.4517  -0.04
N: -2.3058 -3.1238 -3.3437  -0.13
C: -3.5524 -3.7870 -3.6764  -0.06
C: -2.0521 -2.5952 -2.1052  -0.39
N: -0.9106 -2.2427 -1.6418  0.11
C: 0.3337 -2.7061 -2.0151  -0.26
C: 0.5766 -4.0818 -2.1549  -0.03
C: 1.8468 -4.5952 -2.3283  -0.09
C: 2.9359 -3.7316 -2.3382  -0.11
C: 2.7125 -2.3727 -2.2064  -0.05
C: 1.4268 -1.8306 -2.1024  -0.24
N: 1.3129 -0.4120 -2.0027  -0.11
C: 2.2051 0.2654 -2.7040  -0.44
N: 2.9078 1.3014 -2.1878  -0.14
C: 3.2483 2.4827 -2.9653  -0.05
C: 3.1717 1.4167 -0.7630  -0.07
N: 2.4573 -0.0344 -4.0136  -0.15
C: 1.4805 -0.7809 -4.7805  -0.04
C: 3.8169 -0.1018 -4.5269  -0.04
N: -3.1896 -2.4353 -1.3154  -0.16
C: -2.9600 -2.3360 0.1174  -0.08
C: -4.2010 -1.5150 -1.8318  -0.07
H: -0.9727 -3.9182 -4.7700  0.10
H: -0.5716 -2.3075 -4.1687  0.05
H: -1.9172 -2.5162 -5.3029  0.10
H: -3.3340 -4.6585 -4.2964  0.09
H: -4.2254 -3.1316 -4.2390  0.09
H: -4.0530 -4.1150 -2.7706  0.09
H: -0.2774 -4.7468 -2.0978  0.12
H: 1.9903 -5.6633 -2.4256  0.11
H: 3.9451 -4.1107 -2.4326  0.11
H: 3.5627 -1.6979 -2.1719  0.12
H: 2.9177 2.3687 -3.9933  0.09
H: 4.3270 2.6532 -2.9593  0.10
H: 2.7654 3.3594 -2.5258  0.09
H: 3.0551 0.4503 -0.2791  0.07
H: 2.4824 2.1079 -0.2710  0.03
H: 4.1974 1.7713 -0.6374  0.10
H: 0.4806 -0.5465 -4.4178  0.09
H: 1.6405 -1.8623 -4.7117  0.10
H: 1.5604 -0.4822 -5.8269  0.10
H: 4.5107 0.3351 -3.8143  0.09
H: 3.9016 0.4336 -5.4748  0.10
H: 4.0949 -1.1473 -4.6920  0.10
H: -2.2318 -3.0820 0.4264  0.09
H: -3.9036 -2.5333 0.6315  0.09
H: -2.5876 -1.3516 0.4110  0.02
H: -5.1601 -2.0137 -2.0015  0.08
H: -3.8725 -1.0686 -2.7705  0.09
H: -4.3483 -0.7020 -1.1196  0.07
O: 1.6537 -0.5728 2.2092  -0.17
S: 1.5708 -3.8344 1.9328  0.92
C: 1.7725 -4.2645 3.6887  -0.39
C: 0.7472 -3.5535 4.5283  -0.30
C: 1.1504 -2.7976 5.6249  -0.05
C: 0.2140 -2.1587 6.4269  -0.08
C: -1.1381 -2.2646 6.1340  -0.11
C: -1.5478 -3.0070 5.0344  -0.10
C: -0.6116 -3.6483 4.2380  -0.06
C: 3.1813 -4.3964 1.2954  -0.40
C: 4.3512 -3.6602 1.8826  -0.30
C: 4.5279 -2.3033 1.6246  -0.05
C: 5.5891 -1.6115 2.1833  -0.08
C: 6.4920 -2.2687 3.0112  -0.09
C: 6.3251 -3.6194 3.2728  -0.08
C: 5.2585 -4.3105 2.7106  -0.05
H: 2.7768 -3.9699 3.9927  0.08
H: 1.6783 -5.3480 3.7846  0.10
H: 2.2066 -2.7171 5.8553  0.12
H: 0.5420 -1.5872 7.2859  0.11
H: -1.8697 -1.7774 6.7661  0.11
H: -2.6016 -3.0926 4.8012  0.11
H: -0.9351 -4.2267 3.3804  0.11
H: 3.1071 -4.2359 0.2193  0.05
H: 3.2564 -5.4694 1.4743  0.09
H: 3.8141 -1.7837 0.9959  0.10
H: 5.7117 -0.5556 1.9764  0.10
H: 7.3226 -1.7294 3.4473  0.10
H: 7.0238 -4.1390 3.9154  0.10
H: 5.1344 -5.3684 2.9131  0.11
C: 0.0658 2.7590 -1.5950  -0.39
H: 0.5250 3.4583 -0.8965  0.04
H: 0.6877 2.6754 -2.4827  0.03
Cl: -8.7770 7.9848 2.5843  0.70
C: -7.7989 6.9312 1.6228  -0.66
C: -6.8820 6.0926 2.2329  -0.09
C: -6.1246 5.2448 1.4439  -0.04
C: -6.2607 5.2067 0.0583  -0.20
C: -5.3523 4.2702 -0.7205  -0.29
C: -4.2864 5.0952 -1.4442  -0.05
N: -3.1533 4.3072 -1.9271  -0.03
C: -2.9303 3.9593 -3.2336  0.00
C: -1.7271 3.3360 -3.2798  -0.02
N: -1.2159 3.3312 -2.0068  -0.14
C: -2.1012 3.9008 -1.2015  -0.03
O: -5.9446 3.5051 -1.7518  -0.12
C: -6.7907 2.4109 -1.3911  -0.13
C: -8.1115 2.8107 -0.8038  -0.33
C: -8.4727 2.6836 0.5034  -0.98
Cl: -7.5262 2.0258 1.7737  0.68
S: -10.0387 3.2927 0.8346  1.01
C: -10.2532 3.7165 -0.8116  -0.39
C: -9.1673 3.4039 -1.5608  -0.17
C: -7.1733 6.0831 -0.5220  -0.56
Cl: -7.4019 6.1639 -2.2447  0.77
C: -7.9493 6.9356 0.2475  -0.12
H: -6.7754 6.0934 3.3086  0.11
H: -5.4157 4.5754 1.9172  0.10
H: -4.8681 3.5999 0.0063  0.15
H: -3.9191 5.8981 -0.8067  0.15
H: -4.7606 5.5301 -2.3208  0.11
H: -3.6421 4.1832 -4.0072  0.14
H: -1.1919 2.9129 -4.1097  0.13
H: -1.9922 4.0006 -0.1336  0.15
H: -6.2588 1.7213 -0.7277  0.11
H: -6.9709 1.9037 -2.3389  0.14
H: -11.1772 4.1721 -1.1281  0.07
H: -9.1019 3.5809 -2.6248  0.11
H: -8.6617 7.5949 -0.2272  0.11

Results
Energy relative to the best compared isomer or geometry (same formula, charge and spin)   0.0 kJ/mol
E_HOMO   -0.2603 Ha
Net charge   +1
Energy   -6235.3838 a.u.
Maximum force   0.012 Eh/bohr
Kohn-Sham gap   5.395 eV